# 1
Here is a structure of composition C43H40Cl2N6O4PbS3 from the Open Molecules 2025 dataset. Energies are from ωB97M-V/def2-TZVPD.

Last column: Löwdin charge in e.
Positions of all 99 atoms, in Å:
Pb -0.5487 0.0926 0.5449  1.513
C 1.6181 6.0555 -1.6605  -0.052
N 1.4848 4.5662 -1.7912  -0.200
C 0.2840 4.0147 -2.4518  -0.144
C -0.6659 3.0613 -1.6113  -0.196
C -1.2144 3.4692 -0.2793  -0.222
N -0.3676 2.7929 0.7860  -0.078
C -0.5316 3.0708 2.0476  -0.151
C 0.2584 2.5121 3.1254  -0.156
C 0.1762 3.1653 4.4158  -0.057
C 0.7446 2.6287 5.6049  -0.100
C 1.5215 1.4370 5.4456  -0.104
C 1.7850 0.8838 4.2176  -0.025
C 1.0501 1.2915 3.0524  -0.353
O 1.1868 0.5606 1.9717  -0.277
C 2.4859 3.7116 -1.3761  -0.241
C 2.4033 1.2577 -1.0869  -0.156
C 1.8794 -0.0055 -1.8283  -0.162
N 0.5619 -0.4099 -1.5062  -0.025
C 0.1895 -1.6693 -2.0559  -0.265
C 0.4964 -2.9419 -1.2793  -0.120
C 0.6250 -4.1624 -1.9589  -0.045
C 0.7399 -5.4263 -1.2862  -0.088
C 0.8833 -5.3967 0.1322  -0.113
C 0.7739 -4.2370 0.8205  -0.021
C 0.4657 -3.0042 0.1490  -0.360
O 0.1910 -1.9984 0.9115  -0.262
H 1.8439 6.4663 -2.6236  0.061
H 2.5029 6.3769 -1.0962  0.079
H 0.7119 6.5254 -1.1830  0.092
H 0.6487 3.3691 -3.3223  0.128
H -0.2906 4.9224 -2.7513  0.120
H -0.2911 2.0304 -1.5318  0.050
H -1.5077 2.9503 -2.3383  0.113
H -2.2655 3.0859 -0.1085  0.123
H -1.2731 4.5706 -0.1645  0.118
H -1.2135 3.9019 2.3229  0.128
H -0.4057 4.1369 4.5517  0.117
H 0.6629 3.0436 6.6364  0.100
H 1.9501 0.9853 6.3658  0.096
H 2.5519 0.1111 4.1345  0.104
H 2.4679 3.4984 -0.3310  0.105
H 3.5571 4.0118 -1.5986  0.145
H 1.8433 1.4345 -0.1699  0.065
H 3.4425 0.9770 -0.7366  0.142
H 2.5074 -0.9163 -1.4548  0.181
H 2.0448 -0.0594 -2.9013  0.133
H 0.4750 -1.8047 -3.1156  0.140
H 0.7484 -4.2348 -3.0271  0.098
H 0.6993 -6.3928 -1.7960  0.089
H 1.2475 -6.3558 0.5118  0.104
H 0.8217 -4.2470 1.9315  0.105
S 3.5702 -2.3361 6.2329  0.604
C 1.9258 -2.7402 6.2281  -1.027
S 1.2013 -3.9590 5.1726  0.950
C -0.4154 -3.5066 5.6570  -1.159
N -0.3701 -2.6728 6.6175  0.028
N 0.8966 -2.0754 6.8415  -0.083
C 0.8669 -1.2423 8.0335  -0.176
C -0.3985 -0.8621 8.4903  -0.039
C -0.4369 -0.0256 9.5861  -0.081
C 0.7009 0.4132 10.3031  -0.063
C 1.9443 0.0264 9.8101  -0.084
C 2.0566 -0.8003 8.6991  -0.044
S -1.7342 -4.2259 4.8926  0.716
H -1.3762 -1.0853 7.9468  0.136
H -1.4292 0.2750 9.9052  0.101
H 0.6814 1.1206 11.0647  0.079
H 2.8557 0.2896 10.3330  0.106
H 3.0295 -1.1730 8.4390  0.035
Cl 1.3217 -0.2583 -6.6695  0.692
C 0.2220 -1.5579 -7.0420  -0.587
C 0.7069 -2.7927 -7.4892  -0.098
C -0.1327 -3.9242 -7.4035  -0.078
C -1.4438 -3.7913 -6.9595  -0.108
C -1.9710 -2.5220 -6.7995  -0.617
Cl -3.6674 -2.3365 -6.8603  0.787
C -1.1476 -1.3735 -6.7089  -0.327
N -1.6036 -0.1277 -6.3396  0.060
C -2.6943 0.1647 -5.4947  -0.261
C -3.5418 1.2055 -5.7349  -0.033
C -4.6102 1.5181 -4.8455  -0.093
C -4.7721 0.8313 -3.6867  -0.078
C -3.8139 -0.1808 -3.4083  -0.027
C -2.7759 -0.5456 -4.2413  -0.163
C -1.8722 -1.6508 -3.7597  -0.034
C -1.3560 -1.5537 -2.2806  -0.255
O -2.1318 -1.3851 -1.3476  -0.009
O 2.3216 2.4033 -1.9927  -0.154
H 1.7516 -2.8762 -7.8306  0.112
H 0.2460 -4.8898 -7.7213  0.105
H -2.1088 -4.6033 -6.9445  0.090
H -1.0196 0.6546 -6.6019  0.109
H -3.4493 1.8030 -6.6476  0.118
H -5.1872 2.4241 -5.1107  0.112
H -5.5863 1.0906 -3.0354  0.099
H -3.7616 -0.5945 -2.3502  0.126
H -0.9854 -1.6935 -4.3941  0.095
H -2.4626 -2.5648 -3.8104  0.143

Cartesian forces, eV/Å:
-0.5 -0.1 1.3
-0.2 -1.3 0.5
-1.8 2.0 -0.6
0.9 -0.5 0.6
-0.6 0.1 -2.2
-0.3 -0.4 2.0
-0.7 0.7 0.6
0.6 0.9 -1.8
0.2 -0.7 2.0
-0.3 0.2 1.3
0.0 -0.5 -1.4
0.0 0.8 0.9
-0.5 0.1 -0.2
0.3 0.6 -0.3
-0.3 0.3 -0.1
2.3 -2.2 0.1
0.5 -0.1 -1.1
1.4 -1.0 1.5
0.6 0.0 0.0
-1.7 -0.5 -1.3
0.1 -1.0 0.8
0.3 -2.1 0.7
-0.2 2.1 0.3
0.5 -1.3 -2.3
-0.3 0.7 0.7
0.0 -0.4 0.1
0.0 0.9 0.0
-0.5 0.5 -0.9
-0.3 -0.6 0.4
0.9 -0.5 -0.6
-0.9 1.1 0.8
0.3 -0.9 -0.2
0.4 0.5 -0.1
0.2 0.0 0.5
0.9 0.3 -0.5
0.2 -0.4 0.1
0.2 -0.4 0.1
0.7 -1.4 -0.6
-0.2 -0.1 -1.2
-0.1 0.4 -0.8
-0.6 -0.1 -0.2
-0.1 0.0 1.4
-1.1 0.3 -0.1
-0.2 0.1 0.0
-0.7 0.8 -0.6
-0.6 1.2 -0.4
0.1 0.5 -0.3
1.1 0.1 0.5
-0.4 0.4 -0.4
0.4 0.6 -0.1
-0.6 0.4 0.7
0.1 0.3 -1.0
-1.7 -0.7 0.0
1.6 0.6 -1.0
1.1 0.3 -0.2
1.4 -1.5 -1.2
0.3 3.1 1.4
-2.5 -2.2 0.7
1.1 0.3 0.0
-0.6 0.4 -0.7
-0.1 0.5 1.2
0.0 -1.2 -2.7
-0.3 -0.5 0.1
-1.5 -0.7 -0.3
-0.2 0.3 0.4
1.8 0.1 0.9
0.1 0.2 0.1
-0.5 0.9 1.4
0.0 0.2 -0.1
0.0 0.0 -0.4
0.0 0.0 -0.4
-0.5 -0.7 0.4
-0.2 -0.1 0.3
0.6 0.6 0.0
0.9 1.2 -1.0
0.8 0.6 0.1
-0.8 0.0 0.3
0.5 -0.5 -0.4
0.1 0.4 -0.6
1.1 -1.4 1.6
-1.2 0.7 -0.1
0.9 1.2 -1.6
0.9 -0.9 -0.1
-0.6 0.1 2.2
-1.2 1.3 -0.1
1.0 0.3 0.5
-1.7 0.3 0.5
1.3 -0.3 -0.9
0.2 -0.8 0.6
-0.7 0.0 0.3
0.0 0.1 0.2
-0.7 -1.0 0.0
-0.1 -0.2 0.0
0.1 -0.3 0.3
0.0 -0.8 0.3
0.0 -0.1 0.4
-0.6 0.3 -1.7
-0.3 -0.4 0.0
0.3 -0.4 -0.1

Its gap between HOMO and LUMO (spin up / spin down) is 4.31 / 5.31 eV. The total charge is 0. Its spin multiplicity is 1.

# 2
Here is a structure of composition C16H18N6OOsSe from the Open Molecules 2025 dataset. Energies are from ωB97M-V/def2-TZVPD.

Last column: Löwdin charge in e.
Positions of all 43 atoms, in Å:
Os -0.5709 -0.0925 0.6528  1.658
C 0.0010 -0.0817 4.0986  0.032
C -0.9625 -0.0932 2.9626  -0.289
C -1.4058 -1.3163 2.3715  -0.042
C -2.4400 -1.3365 1.4050  0.003
C -2.8666 -0.1297 0.8106  -0.061
C -2.4075 1.1039 1.3465  -0.065
C -1.5302 1.1064 2.4540  -0.015
H -0.5836 -0.0720 5.0277  0.146
H 0.6197 0.8159 4.1079  0.110
H 0.6231 -0.9750 4.1224  0.113
H -0.9861 -2.2531 2.7235  0.171
H -2.7782 -2.2897 1.0096  0.171
H -3.5736 -0.1371 -0.0109  0.164
H -2.7677 2.0375 0.9297  0.160
H -1.2053 2.0560 2.8677  0.160
C -0.8937 0.0971 -5.1445  0.065
N -0.7807 -0.1406 -3.6893  -0.038
C -0.7203 -1.4754 -3.0960  0.052
C -0.6027 -1.0835 -1.6697  -0.386
O -0.5588 -1.7353 -0.5658  -0.056
N -0.5797 0.2178 -1.4925  0.086
C -0.7250 0.8005 -2.7682  -0.305
N -0.7837 2.0919 -2.9814  0.288
H -0.8174 -0.8597 -5.6540  0.121
H -0.0779 0.7369 -5.4803  0.121
H -1.8617 0.5417 -5.3766  0.123
H 0.1466 -2.0454 -3.4485  0.185
H -1.6209 -2.0657 -3.2976  0.185
H -0.7251 2.7622 -2.2328  0.142
H -0.8986 2.4619 -3.9184  0.159
Se 1.6426 3.1605 1.0490  1.391
N 3.2036 2.4452 1.2818  -0.128
C 3.1562 1.1175 1.2299  -0.296
C 4.1695 0.1168 1.3763  0.131
C 3.7636 -1.1935 1.2792  0.048
C 2.4079 -1.5663 1.0546  0.033
N 1.4646 -0.6424 0.9067  -0.004
C 1.8579 0.6445 0.9905  -0.486
N 0.8560 1.4896 0.8441  -0.321
H 5.2054 0.3867 1.5524  0.165
H 4.4846 -1.9958 1.3773  0.151
H 2.1219 -2.6105 0.9946  0.158

Cartesian forces, eV/Å:
-0.1 -0.1 0.1
0.0 0.0 0.0
0.0 0.0 0.0
0.0 -0.1 0.0
0.1 0.0 -0.1
0.0 0.0 0.1
0.1 0.0 -0.1
0.0 0.0 0.0
0.0 0.0 0.0
0.0 0.0 0.0
0.0 0.0 0.0
0.0 0.0 0.0
0.0 0.0 0.0
0.0 0.0 0.0
0.0 0.0 0.0
0.0 0.0 0.0
0.0 0.0 0.0
0.0 0.0 0.0
0.0 -0.1 0.0
0.0 0.0 -0.1
0.0 0.0 0.1
0.0 0.0 0.0
0.0 -0.1 0.0
0.0 0.0 0.0
0.0 0.0 0.0
0.0 0.0 0.0
0.0 0.0 0.0
0.0 0.0 0.0
0.0 0.0 0.0
0.0 0.0 0.0
0.0 0.0 0.0
0.0 0.0 0.0
0.0 -0.1 0.0
0.1 0.1 0.0
0.0 -0.1 0.0
0.0 0.0 0.0
0.1 0.0 0.0
-0.1 0.3 0.0
0.0 -0.3 0.0
0.0 0.1 0.0
0.0 0.0 0.0
0.0 0.0 0.0
0.0 0.0 0.0

Its gap between HOMO and LUMO is 7.27 eV. The total charge is +4. Its spin multiplicity is 1.

E readings, ordered: -125161.966 -95641.411 eV
Energy relative to the best compared isomer or geometry (same formula, charge and spin) readings, ordered: 65.5 2.9 kJ/mol